(1)
DFT (wB97M-V/def2-TZVPD) results for one molecule with the formula C4H13N3 in a non-equilibrium geometry.

The geometry in XYZ format:
```
20
Properties=species:S:1:pos:R:3:lowdin_charge:R:1
N 3.28 0.12 -0.69 0.003
C 2.05 -0.31 -0.09 -0.323
C 0.83 -0.32 -1.06 -0.181
C -0.46 -0.75 -0.22 -0.243
N -1.28 0.45 -0.27 -0.128
C -2.49 0.31 0.48 -0.305
N -2.28 0.62 1.94 0.001
H 3.12 0.86 -1.29 0.034
H 3.77 -0.54 -1.23 0.051
H 2.02 -1.37 0.33 0.121
H 1.90 0.19 0.89 0.108
H 0.70 0.70 -1.45 0.091
H 1.07 -0.88 -1.94 0.092
H -0.15 -1.34 0.73 0.124
H -1.12 -1.53 -0.76 0.128
H -0.87 1.45 -0.30 0.153
H -3.26 0.89 -0.01 0.110
H -2.73 -0.73 0.57 0.088
H -1.31 0.75 2.14 0.045
H -2.78 1.43 2.22 0.032
```

The calculation puts the orbital gap at 0.3478 hartree. The total energy comes out at -324.4003 a.u. The value obtained for the highest occupied orbital energy is -8.32 eV.



(2)
DFT (wB97M-V/def2-TZVPD) results for C12H18CoN5O2 as an isolated structure.

The geometry in XYZ format:
```
38
Properties=species:S:1:pos:R:3:mulliken_spin:R:1
Co -0.18 -0.30 -0.56 0.968
C -1.11 3.45 -2.41 0.003
C -0.27 2.28 -1.97 -0.004
O -0.84 1.41 -1.28 0.026
C 1.12 2.21 -2.36 -0.003
C 1.71 3.24 -3.13 -0.003
C 3.02 3.18 -3.52 0.005
C 3.80 2.07 -3.16 -0.003
C 3.26 1.05 -2.41 0.002
C 1.91 1.08 -1.99 0.007
O 1.46 0.07 -1.31 -0.039
H -2.12 3.31 -2.03 -0.001
H -1.14 3.51 -3.50 0.000
H -0.70 4.38 -2.02 0.000
H 1.11 4.09 -3.42 0.000
H 3.44 3.98 -4.11 0.000
H 4.83 2.02 -3.47 0.000
H 3.84 0.19 -2.12 0.000
C -1.77 -2.27 4.25 0.000
N -0.67 -1.68 3.48 -0.001
C 0.11 -0.67 4.18 0.002
C -0.76 -1.57 2.12 -0.007
N -0.32 -0.57 1.44 0.038
N -1.33 -2.66 1.49 0.003
C -1.63 -2.84 0.16 0.003
N -2.26 -4.01 -0.11 0.001
N -1.34 -1.96 -0.74 0.002
H -1.43 -2.39 5.28 0.000
H -2.05 -3.25 3.90 0.000
H -2.65 -1.62 4.25 0.000
H 0.34 -1.05 5.17 0.000
H -0.43 0.28 4.29 0.000
H 1.05 -0.51 3.66 -0.001
H -0.01 0.20 2.01 0.001
H -1.50 -3.46 2.08 0.000
H -2.39 -4.72 0.58 0.000
H -2.45 -4.26 -1.06 -0.001
H -1.65 -2.23 -1.66 0.000
```

As for the spin multiplicity: 2. The calculation puts the orbital gap (spin up / spin down) at 0.2772 / 0.3026 hartree. The total energy comes out at -2274.9339 a.u. The expectation value of S² is 0.988. As for the charge: +1. The value obtained for the highest occupied orbital energy (spin up / spin down) is -10.63 / -10.74 eV.



(3)
DFT (wB97M-V/def2-TZVPD) results for a 4-piece molecular cluster, C2H11O3S overall in a non-equilibrium geometry.

The geometry in XYZ format:
```
17
Properties=species:S:1:pos:R:3:mulliken_spin:R:1
C -0.50 0.49 -1.69 0.009
C -0.60 -0.70 -0.76 -0.037
S -2.07 -0.77 0.25 0.973
H -1.17 0.43 -2.55 0.000
H -0.74 1.42 -1.17 -0.001
H 0.45 0.59 -2.21 0.001
H -0.48 -1.63 -1.30 0.005
H 0.23 -0.67 -0.03 0.046
H -0.76 1.23 2.55 -0.001
H -0.95 1.00 1.05 -0.010
O -0.32 1.29 1.69 0.020
H 1.57 2.74 0.61 0.000
H 2.38 1.86 -0.35 0.000
O 2.44 2.33 0.48 0.000
H -0.19 -2.49 1.08 -0.004
H 0.19 -4.00 1.11 0.000
O 0.52 -3.11 1.22 -0.001
```

As for the spin multiplicity: 2. The calculation puts the orbital gap (spin up / spin down) at 0.3919 / 0.2615 hartree. The total energy comes out at -706.6418 a.u. The expectation value of S² is 0.753. The value obtained for the highest occupied orbital energy (spin up / spin down) is -10.09 / -9.70 eV.



(4)
DFT (wB97M-V/def2-TZVPD) results for an isolated ion of composition C8H15IN5 and charge +1 in a non-equilibrium geometry.

The geometry in XYZ format:
```
29
Properties=species:S:1:pos:R:3:lowdin_charge:R:1
C 0.35 1.37 0.17 -0.396
C 1.57 0.62 -0.17 -0.300
C -2.30 -1.85 -0.16 -0.164
C -0.92 1.10 -0.65 -0.130
C -2.13 0.53 0.14 -0.152
C 4.74 -0.03 0.49 0.000
C -3.48 0.05 -0.64 -0.148
C 3.77 0.10 -0.74 -0.251
N 0.55 2.06 1.21 0.226
N 2.73 0.96 -0.42 0.097
N -3.66 -1.34 -0.30 -0.023
N -0.45 -1.16 1.29 -0.490
N -1.71 -0.86 0.84 -0.272
I 0.88 -1.71 -0.06 1.396
H -1.66 -1.81 -1.18 0.140
H -2.30 -2.76 0.37 0.114
H -1.44 1.93 -1.13 0.129
H -0.52 0.65 -1.57 0.108
H -2.20 1.29 1.01 0.165
H 5.53 -0.66 0.29 0.066
H 4.93 0.84 1.00 0.059
H 4.24 -0.56 1.18 0.032
H -3.33 0.36 -1.74 0.149
H -4.21 0.76 -0.32 0.109
H 3.45 -0.84 -1.18 0.085
H 4.27 0.51 -1.50 0.080
H -0.25 2.55 1.56 0.074
H -2.10 -0.71 1.76 0.170
H -4.34 -1.39 0.44 0.125
```

The calculation puts the orbital gap at 0.2814 hartree. The total energy comes out at -884.8001 a.u. As for the charge: +1. The value obtained for the highest occupied orbital energy is -11.94 eV.



(5)
DFT (wB97M-V/def2-TZVPD) results for one molecule with the formula C4H5NO2 in a non-equilibrium geometry.

The geometry in XYZ format:
```
12
Properties=species:S:1:pos:R:3:lowdin_charge:R:1
O 1.04 2.24 0.72 0.114
C 0.59 1.15 0.49 -0.380
N 1.33 0.09 -0.13 0.057
C 0.47 -1.11 -0.24 -0.136
C -0.92 -0.54 -0.15 -0.231
O -1.31 -0.41 1.23 0.042
C -0.87 0.75 0.54 -0.162
H 1.50 0.40 -1.09 0.131
H 0.71 -1.88 0.52 0.132
H 0.60 -1.59 -1.21 0.115
H -1.49 -0.59 -1.10 0.159
H -1.65 1.49 0.41 0.159
```

The calculation puts the orbital gap at 0.3868 hartree. The total energy comes out at -360.5841 a.u. The value obtained for the highest occupied orbital energy is -9.91 eV.



(6)
DFT (wB97M-V/def2-TZVPD) results for C39H33BrLaN10O2S as an isolated structure.

The geometry in XYZ format:
```
87
Properties=species:S:1:pos:R:3:lowdin_charge:R:1
La -0.56 0.13 0.28 1.882
C -3.56 5.01 1.64 -0.088
C -4.31 3.98 1.06 -0.084
C -3.69 3.03 0.26 -0.046
C -2.31 3.10 0.02 -0.337
C -1.57 4.13 0.59 -0.048
C -2.20 5.08 1.39 -0.073
N -1.69 2.07 -0.75 -0.102
C -1.89 2.06 -2.06 -0.242
C -2.39 3.19 -2.80 -0.006
C -2.54 3.14 -4.15 -0.054
C -2.21 1.97 -4.90 -0.080
C -1.75 0.88 -4.26 -0.029
C -1.59 0.89 -2.84 -0.218
N -1.22 -0.23 -2.14 -0.090
N -1.15 -1.33 -2.78 0.066
C -0.77 -2.46 -2.02 -0.335
C -0.79 -3.67 -2.70 0.003
C -0.44 -4.82 -2.02 -0.041
C -0.07 -4.74 -0.68 -0.042
C -0.08 -3.49 -0.08 -0.126
N -0.42 -2.37 -0.73 -0.007
H -4.04 5.75 2.26 0.102
H -5.37 3.93 1.24 0.104
H -4.26 2.24 -0.19 0.118
H -0.51 4.17 0.41 0.098
H -1.61 5.87 1.83 0.106
H -2.64 4.09 -2.25 0.116
H -2.91 4.02 -4.67 0.112
H -2.33 1.98 -5.98 0.104
H -1.50 -0.02 -4.80 0.104
H -1.08 -3.68 -3.74 0.119
H -0.44 -5.78 -2.53 0.117
H 0.21 -5.61 -0.11 0.111
H 0.19 -3.37 0.96 0.108
C -3.34 1.46 4.04 -0.021
C -2.65 0.79 2.89 -0.288
N -1.47 1.10 2.48 -0.095
N -0.85 2.08 3.20 -0.010
C 0.34 2.47 2.77 -0.871
N 0.89 3.45 3.52 0.079
S 1.32 1.94 1.43 0.539
C -3.37 -0.33 2.22 -0.222
C -4.60 -0.77 2.69 0.005
C -5.24 -1.82 2.05 -0.027
C -4.64 -2.43 0.96 -0.033
C -3.41 -1.95 0.56 -0.114
N -2.78 -0.94 1.17 -0.010
H -2.76 2.30 4.40 0.068
H -4.33 1.81 3.73 0.089
H -3.48 0.75 4.87 0.095
H 0.39 3.80 4.32 0.104
H 1.79 3.81 3.29 0.082
H -5.06 -0.29 3.54 0.111
H -6.20 -2.16 2.41 0.121
H -5.11 -3.24 0.43 0.116
H -2.89 -2.39 -0.28 0.098
C 0.27 -1.55 3.50 -0.037
O 0.82 -1.31 2.20 -0.242
C 2.16 -1.60 2.03 -0.220
C 2.94 -2.15 3.03 -0.043
C 4.28 -2.42 2.77 -0.679
Br 5.34 -3.18 4.14 0.790
C 4.83 -2.16 1.54 -0.068
C 4.05 -1.59 0.53 -0.049
C 2.71 -1.30 0.78 -0.212
O 1.91 -0.74 -0.16 -0.138
C 4.60 -1.29 -0.79 -0.230
N 3.88 -0.80 -1.77 0.155
C 4.74 -0.65 -2.85 -0.197
C 4.49 -0.17 -4.14 -0.007
C 5.56 -0.13 -5.01 -0.078
C 6.84 -0.55 -4.62 -0.078
C 7.10 -1.02 -3.35 -0.011
C 6.01 -1.06 -2.48 -0.176
N 5.90 -1.47 -1.16 0.185
H 0.77 -0.93 4.24 0.114
H 0.35 -2.60 3.76 0.107
H -0.78 -1.26 3.44 0.077
H 2.54 -2.36 4.01 0.104
H 5.88 -2.39 1.37 0.105
H 2.47 -0.64 -1.02 0.092
H 3.50 0.15 -4.43 0.114
H 5.40 0.24 -6.02 0.106
H 7.65 -0.49 -5.34 0.107
H 8.09 -1.34 -3.06 0.114
H 6.64 -1.81 -0.57 0.159
```

The calculation puts the orbital gap (spin up / spin down) at 0.2173 / 0.2176 hartree. The total energy comes out at -5207.8079 a.u. As for the charge: +1. The value obtained for the highest occupied orbital energy (spin up / spin down) is -9.43 / -9.43 eV.